34
Properties=species:S:1:pos:R:3 method="wB97M-V/def2-TZVPD" multiplicity=1 energy_ev=-34545.9438 max_force_ev_per_a=3.28 charge=+2 e_homo_ev=-16.63
O -2.4749 2.1329 1.6106
C -1.4651 1.4937 1.7545
O -0.2457 2.1601 1.7981
B 0.2787 2.1215 0.4659
O 1.6788 2.2926 0.3652
B 2.1281 1.7765 -0.8848
C 3.3331 0.7498 -1.1087
C 4.6858 1.1334 -0.4051
F 5.5711 0.0290 -0.6256
O 1.3720 2.1927 -2.0385
B 0.1167 1.5748 -1.8103
O -0.3147 0.6056 -2.7393
B -1.5466 0.1007 -2.2363
O -2.7283 0.7328 -2.6098
O -1.6567 -1.0184 -1.3145
O -0.5823 1.9292 -0.6362
C -1.6050 -0.0465 1.8217
C -0.4360 -0.8902 1.6400
C -0.5971 -2.3670 1.6571
C -1.9458 -3.0367 1.8959
C -3.1058 -2.1854 2.1169
C -2.9675 -0.7026 2.0728
H 2.9715 -0.2665 -0.7469
H 3.4917 0.6266 -2.2202
H 4.5754 1.2730 0.7025
H 5.1556 2.0125 -0.9184
H -3.3255 0.1072 -3.0717
H -1.4312 -1.8834 -1.7796
H 0.5691 -0.4285 1.4888
H 0.3044 -3.0028 1.4858
H -1.9999 -4.1583 1.9031
H -4.0973 -2.6739 2.3193
H -3.8820 -0.0665 2.2322
Pt 0.1752 -2.3182 -2.1848